1.
Computed, not measured: C7H18N2Si in the gas phase at a distorted geometry, with ωB97M-V/def2-TZVPD.

total energy: -18409.011 eV
E_LUMO: 0.030 Eh
energy relative to the best compared isomer or geometry (same formula, charge and spin): 157.65 kJ/mol

ORCA input file:
```
! RIJCOSX wB97M-V def2-TZVPD def2/J DEFGRID3
* xyz 0 1
C 1.45503 -0.19290 3.08193
C 0.24138 0.44597 2.35505
C 0.02918 0.00750 0.88760
C 0.20166 0.94178 0.02571
Si 0.20051 0.80722 -1.98256
C 0.65233 2.47463 -2.78412
N -1.22979 0.22688 -2.79851
N 1.06488 -0.73468 -2.15170
C -0.39397 -1.45039 0.62029
C -1.92628 -1.66058 0.59567
H 1.54174 -1.21592 2.64771
H 2.54356 0.17688 2.85515
H 1.38646 -0.12009 4.17380
H 0.40279 1.52711 2.40808
H -0.65547 0.11752 2.92489
H 0.49687 1.87442 0.52735
H 0.10147 3.15556 -2.17691
H 1.76217 2.65941 -2.73825
H 0.50129 2.52768 -3.82284
H -1.90421 0.98397 -2.93966
H -1.65292 -0.69552 -2.46047
H 1.93304 -1.03632 -1.58789
H 0.91505 -1.01391 -3.10995
H 0.01957 -1.99796 1.45896
H -0.08811 -1.72079 -0.32501
H -2.23367 -2.03958 -0.38715
H -2.10787 -2.52406 1.22407
H -2.57586 -0.87869 0.74612
*
```

***

2.
Computed, not measured: C7H18N4S in the gas phase at a distorted geometry, with ωB97M-V/def2-TZVPD.

total energy: -24338.193 eV
E_LUMO (alpha / beta): 0.024 / -0.075 Eh
<S²>: 2.010

ORCA input file:
```
! RIJCOSX wB97M-V def2-TZVPD def2/J DEFGRID3
* xyz 0 3
C 1.45220 1.43064 -0.95200
C 2.46860 0.43339 -0.55244
C 0.25892 0.65461 -1.42297
C -2.63954 1.02379 -0.27213
C -1.95198 -0.54381 1.54539
C 2.31851 0.06714 1.95137
C -1.78627 -0.23395 0.13776
N 0.72945 -2.00093 -1.04119
N -2.21243 -1.35994 -0.71558
N 2.22629 -0.38499 0.61417
N -0.39254 0.12724 -0.17405
S 0.59097 -1.23125 0.29296
H 1.23973 1.89522 0.05251
H 2.00049 2.04218 -1.80896
H 2.63848 -0.17023 -1.47287
H 3.42812 0.99238 -0.31456
H -0.50694 1.29533 -1.94544
H 0.51841 -0.24489 -1.92931
H -3.74066 0.80748 -0.37145
H -2.34690 1.88125 0.30721
H -2.30216 1.35443 -1.27676
H -1.84780 0.28589 2.15601
H -1.32667 -1.40782 1.66620
H -2.99950 -0.83455 1.61204
H 1.64659 -0.53769 2.61938
H 3.37976 -0.12578 2.38485
H 2.03367 1.07000 2.18549
H -1.76001 -2.25033 -0.72632
H 0.99219 -3.00804 -0.91728
H -2.10897 -1.02676 -1.63204
*
```